No. 1
The following is a DFT calculation (ωB97M-V/def2-TZVPD) of a 3-piece molecular cluster, C3H13NO3 overall.

Element x y z (Å)
C: -0.449 0.236 1.509
C: -0.214 -0.273 0.090
C: -1.146 0.471 -0.905
O: -0.901 -0.127 -2.212
N: 0.748 0.025 2.366
H: -0.749 1.267 1.678
H: -1.252 -0.415 1.879
H: 0.776 0.024 -0.266
H: -0.432 -1.332 -0.013
H: -2.184 0.299 -0.597
H: -1.051 1.559 -0.932
H: -0.514 0.614 -2.666
H: 0.638 0.637 3.152
H: 0.815 -0.922 2.723
H: -0.465 -3.498 -2.718
H: -0.876 -2.104 -2.294
O: -1.217 -3.005 -2.346
H: 2.286 2.771 2.312
H: 3.561 3.097 1.592
O: 2.760 2.613 1.493

Properties
Gap between HOMO and LUMO = 9.937 eV
Lowest unoccupied orbital energy = 0.0271 hartree
Energy relative to the best compared isomer or geometry (same formula, charge and spin) = 109.4 kJ/mol
Total energy = -402.5388 Ha
Structure (SMILES) = NCCCO.O.O


No. 2
The following is a DFT calculation (ωB97M-V/def2-TZVPD) of C14H14BF4N7O4S5Y as an isolated structure.

Element x y z (Å)
Y: -0.098 0.747 -0.198
O: -3.193 2.285 -2.820
C: -2.141 1.882 -2.357
O: -1.859 1.659 -1.126
C: -0.988 1.554 -3.293
C: -1.114 1.756 -4.658
C: -0.059 1.404 -5.479
C: 1.076 0.857 -4.903
C: 1.121 0.695 -3.530
N: 0.110 1.045 -2.727
H: -2.040 2.177 -5.022
H: -0.120 1.550 -6.550
H: 1.927 0.559 -5.499
H: 1.993 0.272 -3.055
S: 0.253 2.949 1.266
S: -0.093 2.477 3.293
S: 1.655 2.119 4.281
S: 1.879 0.053 4.601
N: 1.741 0.143 1.503
N: 2.525 -0.974 1.139
C: 2.112 -1.767 0.163
N: 2.848 -2.810 -0.234
N: 0.887 -1.435 -0.300
N: 0.308 -2.082 -1.324
O: -0.756 -1.543 -1.644
O: 0.768 -3.058 -1.889
H: 2.305 0.979 1.329
H: 1.631 0.068 2.544
H: 3.464 -1.032 1.509
H: 3.834 -2.763 -0.034
H: 2.573 -3.242 -1.106
S: -4.530 -0.909 1.038
C: -3.030 -0.641 0.257
N: -1.989 -0.503 1.012
C: -2.346 -0.646 2.356
C: -1.468 -0.595 3.435
C: -1.981 -0.757 4.704
C: -3.348 -0.974 4.910
C: -4.227 -1.036 3.849
C: -3.710 -0.870 2.566
H: -2.986 -0.555 -0.818
H: -0.409 -0.404 3.325
H: -1.290 -0.691 5.536
H: -3.724 -1.094 5.918
H: -5.285 -1.199 4.008
F: 2.216 1.233 -0.919
B: 3.602 0.885 -1.202
F: 3.560 -0.399 -1.795
F: 4.123 1.812 -2.068
F: 4.271 0.816 0.010

Properties
Gap between HOMO and LUMO = 5.730 eV
Lowest unoccupied orbital energy = 0.0647 hartree
Energy relative to the best compared isomer or geometry (same formula, charge and spin) = 49.3 kJ/mol
Total energy = -3680.2538 Ha
Net charge = -1


No. 3
The following is a DFT calculation (ωB97M-V/def2-TZVPD) of one molecule with the formula C4H10O2.

Element x y z (Å)
C: 0.687 1.032 1.029
C: -0.531 0.678 -0.939
C: 1.326 -1.351 1.021
C: -1.790 -0.050 -1.363
O: -0.554 0.877 0.478
O: 1.614 -0.086 0.462
H: 1.211 1.915 0.643
H: 0.579 0.998 2.118
H: -0.444 1.659 -1.427
H: 0.435 0.074 -1.095
H: 1.947 -2.087 0.503
H: 0.265 -1.593 0.895
H: 1.565 -1.376 2.090
H: -1.798 -0.162 -2.446
H: -2.679 0.507 -1.062
H: -1.831 -1.035 -0.905

Properties
Gap between HOMO and LUMO = 10.946 eV
Lowest unoccupied orbital energy = 0.0397 hartree
Energy relative to the best compared isomer or geometry (same formula, charge and spin) = 171.7 kJ/mol
Total energy = -308.8328 Ha
Structure (SMILES) = CCOCOC


No. 4
The following is a DFT calculation (ωB97M-V/def2-TZVPD) of one molecule with the formula C3H5NO2.

Element x y z (Å)
N: 0.251 -1.328 1.286
C: -0.256 -1.371 0.133
O: -1.033 -0.385 -0.381
C: -0.662 0.929 -0.034
C: 0.703 1.205 -0.642
O: 1.427 0.327 -1.040
H: 0.782 -2.181 1.453
H: -0.169 -2.172 -0.604
H: -0.644 1.109 1.052
H: -1.403 1.600 -0.486
H: 1.005 2.267 -0.737

Properties
Gap between HOMO and LUMO = 10.784 eV
Lowest unoccupied orbital energy = 0.0358 hartree
Energy relative to the best compared isomer or geometry (same formula, charge and spin) = 170.8 kJ/mol
Total energy = -322.5093 Ha
Structure (SMILES) = [H]/N=C/OCC=O


No. 5
The following is a DFT calculation (ωB97M-V/def2-TZVPD) of a 4-piece molecular cluster, C4H14NO3 overall.

Element x y z (Å)
C: -1.469 -0.085 0.895
C: -0.182 -0.721 1.436
N: 0.773 0.193 1.793
C: 2.136 0.210 -1.034
C: 1.133 1.355 -0.813
O: 0.825 1.987 -2.038
H: -2.268 -0.850 1.089
H: -1.746 0.758 1.534
H: -1.614 0.331 -0.103
H: 0.212 -1.252 0.534
H: -0.400 -1.416 2.243
H: 1.592 -0.485 -1.688
H: 2.441 -0.341 -0.144
H: 2.938 0.592 -1.674
H: 1.506 2.093 -0.109
H: 0.192 0.894 -0.543
H: 0.353 1.234 -2.544
H: -0.568 -0.159 -3.777
O: -0.165 -0.249 -2.908
H: -3.580 -2.426 2.367
H: 0.997 -0.008 2.781
O: -3.106 -1.656 2.704

Properties
Gap between HOMO and LUMO = 3.260 eV
Lowest unoccupied orbital energy = -0.0331 hartree
Energy relative to the best compared isomer or geometry (same formula, charge and spin) = 804.7 kJ/mol
Total energy = -441.0123 Ha
Net charge = -1


No. 6
The following is a DFT calculation (ωB97M-V/def2-TZVPD) of one molecule with the formula C3H7NO.

Element x y z (Å)
C: -0.473 -0.279 1.432
C: -1.154 0.187 0.171
C: 0.949 -0.074 -1.160
H: 0.305 0.108 1.647
H: -0.072 -1.204 1.213
H: -1.229 -0.455 2.175
H: 0.314 1.590 -0.739
H: 1.575 -0.020 -0.326
H: 1.676 0.394 -2.041
H: 0.695 -0.996 -1.371
N: -0.249 0.687 -0.898
O: -2.336 0.061 -0.104

Properties
Gap between HOMO and LUMO = 10.119 eV
Lowest unoccupied orbital energy = 0.0283 hartree
Energy relative to the best compared isomer or geometry (same formula, charge and spin) = 334.7 kJ/mol
Total energy = -248.3990 Ha
Structure (SMILES) = CNC(C)=O


No. 7
The following is a DFT calculation (ωB97M-V/def2-TZVPD) of CH8CrO7 as an isolated structure.

Element x y z (Å)
Cr: -28.312 7.166 -9.190
C: -26.784 5.355 -9.589
O: -27.056 6.433 -10.445
O: -27.288 5.595 -8.456
O: -25.502 5.071 -9.698
O: -29.946 6.198 -10.103
H: -29.789 5.906 -10.992
H: -30.220 5.360 -9.673
O: -26.718 8.420 -8.625
H: -25.936 8.487 -9.186
H: -26.438 8.677 -7.757
O: -28.845 8.927 -10.315
H: -28.511 9.328 -11.101
H: -28.721 9.595 -9.654
O: -29.241 7.578 -7.381
H: -28.925 8.363 -6.990
H: -30.130 7.354 -7.028

Properties
Gap between HOMO and LUMO (spin up / spin down) = 5.068 / 6.151 eV
Multiplicity = 5
Lowest unoccupied orbital energy (spin up / spin down) = -0.0288 / -0.0300 hartree
Total energy = -1614.0034 Ha